The following is a quantum chemistry calculation of C14H31CsN3O2Ta as an isolated structure in a non-equilibrium geometry, from the Open Molecules 2025 dataset.

```
52
Properties=species:S:1:pos:R:3:lowdin_charge:R:1
Ta 0.0377 0.1194 0.0095 1.7698
Cs -0.7717 -3.3475 -0.4063 1.3024
O -2.8229 -2.7936 1.2207 -0.0566
O -0.3726 1.7802 0.9304 -0.3365
N -0.3885 -0.3103 -1.9352 -0.2748
N -1.2361 -1.0151 0.9901 -0.2673
N 1.8537 -0.6195 0.2975 -0.2441
C -1.6031 1.8452 1.7434 -0.5140
C -2.5436 0.7629 -1.6170 -0.0692
C 2.6996 -1.2685 1.3815 -0.6369
C -2.4011 -1.6373 1.2710 -0.2568
C 2.6700 0.1698 -0.7356 -0.1027
C -1.3172 1.4586 3.1780 -0.0462
C -1.7517 -0.0457 -2.5987 -0.6384
C 0.6668 -0.8215 -2.9055 -0.1119
C 3.1963 -0.1728 2.3329 -0.0219
C 3.8815 -2.0146 0.7492 -0.0272
C 1.7993 -2.2373 2.1036 -0.0761
C -1.5512 0.7225 -3.9054 -0.0263
C -2.4188 -1.4050 -2.8555 -0.0580
C -2.2855 3.2146 1.5980 -0.0207
H 4.6152 -1.3469 0.2967 0.0912
H 2.3494 0.3165 2.8412 0.0910
H -0.6455 2.2107 3.6274 0.1076
H -0.8435 0.4854 3.2373 0.0518
H 4.4034 -2.5826 1.5454 0.1152
H -1.6305 3.9769 2.0269 0.0987
H 0.8894 -1.7534 2.4978 0.0702
H -3.2269 3.1974 2.1518 0.1002
H -2.7015 -1.8881 -1.9002 0.0315
H 3.7845 0.5908 1.8288 0.0823
H 1.5041 -1.1910 -2.3135 0.0410
H 3.5404 -2.7320 -0.0023 0.0921
H -2.1155 1.7656 -1.4615 0.0973
H -1.0629 0.1383 -4.6891 0.0929
H 3.2397 -0.5108 -1.3884 0.1023
H -2.6599 0.2604 -0.6333 0.0487
H -1.8051 -2.0892 -3.4462 0.0804
H -2.3029 1.0897 1.2983 0.0818
H -2.4743 3.4341 0.5652 0.0689
H 3.8378 -0.6296 3.1185 0.1160
H 0.2875 -1.6353 -3.5166 0.0838
H 1.5147 -3.0786 1.4576 0.0336
H -3.5739 0.9033 -2.0083 0.1275
H 1.9652 0.7151 -1.3551 0.0473
H 1.0305 -0.0129 -3.5606 0.1053
H 3.3420 0.8811 -0.2614 0.0983
H 2.3487 -2.6735 2.9691 0.1211
H -2.2511 1.4427 3.7450 0.1025
H -3.3684 -1.2483 -3.4051 0.1179
H -0.9888 1.6415 -3.7416 0.0995
H -2.5539 1.0055 -4.2916 0.1158
```

Calculated values
Total charge: +2
Largest force on an atom: 0.156 hartree/bohr
Highest occupied orbital energy: -16.11 eV
Kohn-Sham gap: 7.06 eV

***

The following is a quantum chemistry calculation of a 2-piece molecular cluster, C5H9P overall in a non-equilibrium geometry, from the Open Molecules 2025 dataset.

```
15
Properties=species:S:1:pos:R:3:nbo_charge:R:1
P -1.1843 1.0929 -0.4696 0.5559
C -1.6094 -0.3258 0.6241 -0.5239
C 1.6984 0.9550 0.1277 -0.3293
C 3.0365 0.2840 -0.0592 -0.6862
C -1.8411 -0.5682 -0.9147 -0.5016
C -2.9628 -0.6786 0.0855 -0.4168
H 1.6216 2.0648 0.0273 0.1874
H -3.4516 -1.7038 0.2589 0.2240
H -3.8210 0.1660 -0.0220 0.1913
H 3.1394 -0.6022 0.4458 0.2068
H 3.7352 1.0237 0.3724 0.2203
H -1.0932 -0.7725 1.4422 0.2387
H 3.1086 0.0894 -1.1677 0.2214
H 1.0409 0.3578 0.7772 0.1711
H -1.4174 -1.3826 -1.5280 0.2408
```

Calculated values
ΔE to the lowest compared entry with this formula, charge and spin: 103.4 kcal per mole
Total charge: 0
Largest force on an atom: 0.076 hartree/bohr
Highest occupied orbital energy (spin up / spin down): -7.30 / -7.94 eV
Kohn-Sham gap (spin up / spin down): 7.89 / 7.77 eV